{"formula": "C30H45LaN3O7P2", "method": "ωB97M-V/def2-TZVPD", "relative_energy_ev": 0.2583, "homo_ev": [-10.5, -10.5], "charge": 1, "species": ["La", "C", "C", "C", "C", "C", "C", "H", "H", "H", "C", "H", "H", "H", "C", "H", "H", "H", "C", "H", "H", "H", "C", "H", "H", "H", "C", "C", "C", "C", "C", "C", "C", "C", "H", "H", "H", "H", "H", "H", "H", "H", "H", "H", "H", "H", "P", "P", "C", "C", "H", "H", "H", "H", "C", "H", "H", "H", "C", "H", "H", "H", "C", "H", "H", "H", "C", "H", "H", "H", "O", "N", "O", "C", "C", "C", "C", "O", "C", "C", "N", "O", "O", "N", "O", "O", "H", "H"], "xyz": [[-0.42567, -0.40027, 1.22021], [-0.62370, -2.89100, 2.41113], [0.66314, -2.75986, 1.79453], [0.61905, -1.42453, 3.68143], [-0.64546, -2.06359, 3.56887], [1.43661, -1.85211, 2.58988], [-1.73424, -3.77774, 1.98134], [-1.59835, -4.10743, 0.94207], [-2.70456, -3.26170, 2.04787], [-1.79997, -4.67811, 2.61382], [-1.73647, -2.00125, 4.57246], [-2.70706, -2.18362, 4.09400], [-1.78320, -1.01610, 5.05534], [-1.59840, -2.75070, 5.37166], [1.05970, -0.60299, 4.83204], [1.14163, -1.21662, 5.74604], [0.34816, 0.20964, 5.04403], [2.03784, -0.14550, 4.63365], [2.87738, -1.52118, 2.43021], [3.46975, -2.02114, 3.21442], [3.06820, -0.44222, 2.52130], [3.26268, -1.85088, 1.45928], [1.13980, -3.48468, 0.57950], [1.58653, -4.45431, 0.85289], [1.91008, -2.91315, 0.04073], [0.32185, -3.68787, -0.12545], [-1.72974, 0.39530, -4.99121], [-1.80408, -0.94217, -5.13648], [-1.00572, -1.72508, -6.14245], [0.45590, -1.23894, -6.37382], [1.17628, -0.68727, -5.17923], [1.31193, 0.63237, -4.93631], [0.45528, 1.71177, -5.53401], [-0.99735, 1.30950, -5.92921], [-1.52263, -1.69594, -7.11860], [0.46133, -0.51885, -7.20534], [-0.97676, -2.79011, -5.85790], [-1.00037, 0.92690, -6.96121], [-2.38553, 0.90870, -4.27540], [-2.58659, -1.50959, -4.61293], [-1.58591, 2.24147, -5.96553], [0.39083, 2.56255, -4.83187], [2.15302, 0.99202, -4.32440], [0.95181, 2.10902, -6.43730], [1.03976, -2.10116, -6.73449], [1.72246, -1.41608, -4.56406], [-0.99896, -0.66450, -1.53289], [2.00892, 0.63541, -0.32883], [-0.08088, 0.71312, -2.32966], [0.95390, 1.55416, -1.54944], [-0.82168, 1.38812, -2.78531], [0.41936, 0.20798, -3.16745], [1.65467, 2.01794, -2.26725], [0.45133, 2.35958, -0.98623], [3.05575, 1.94249, 0.35643], [3.60985, 1.53960, 1.21553], [2.45095, 2.79318, 0.70173], [3.77282, 2.27538, -0.40771], [3.17699, -0.26681, -1.38737], [3.65327, 0.43111, -2.08982], [2.66448, -1.06748, -1.93745], [3.94425, -0.71424, -0.73835], [-2.74249, -0.17875, -1.71185], [-3.38930, -1.03515, -1.47430], [-2.94802, 0.14986, -2.73602], [-2.97309, 0.63714, -1.00596], [-0.73662, -2.22089, -2.43403], [0.23956, -2.65756, -2.16461], [-0.77832, -2.08739, -3.52335], [-1.52937, -2.91709, -2.12133], [-0.40274, 4.77022, 7.32024], [-1.15290, 3.84484, 6.93522], [-1.94895, 3.25426, 7.69694], [-1.09135, 3.43225, 5.54431], [-0.15096, 4.04322, 4.70060], [-0.06330, 3.62003, 3.38086], [-0.63014, 2.36445, 3.03628], [0.01730, 1.59694, 2.22318], [-1.78968, 1.91560, 3.78000], [-1.93652, 2.41059, 5.08689], [-2.68708, 0.89623, 3.30903], [-2.45917, 0.33805, 2.13434], [-3.64635, 0.53186, 3.99179], [0.76281, 4.31032, 2.39921], [1.53091, 5.21295, 2.79226], [0.62017, 4.00226, 1.19539], [0.51597, 4.81633, 5.06501], [-2.65466, 1.93884, 5.75249]], "atomic_forces_ev_per_a": [[0.717, -1.504, 1.467], [0.842, 0.515, 0.020], [-0.148, 0.118, 0.853], [-0.227, -0.700, -0.777], [0.854, 0.097, -0.566], [-0.943, -0.277, 0.128], [-0.471, -0.269, -0.279], [-0.095, -0.026, 0.244], [0.153, -0.223, -0.018], [-0.003, 0.242, -0.228], [-0.456, 0.072, 0.250], [0.108, 0.006, 0.256], [0.008, -0.245, 0.021], [-0.065, 0.246, -0.290], [0.192, 0.461, 0.419], [0.013, 0.265, -0.281], [0.177, -0.136, 0.089], [-0.226, -0.082, 0.159], [0.594, 0.096, 0.080], [-0.077, 0.145, -0.284], [0.021, -0.234, -0.001], [-0.010, 0.044, 0.167], [0.193, -0.321, -0.257], [-0.104, 0.234, -0.176], [-0.143, -0.140, 0.085], [0.192, -0.035, 0.156], [-0.684, -0.901, -0.396], [-0.541, 0.993, -0.249], [0.254, -0.322, -0.283], [-0.560, -0.359, -0.309], [0.708, 0.838, -0.074], [0.492, -0.822, -0.565], [-0.101, 0.314, -0.366], [0.349, 0.607, -0.196], [0.078, -0.091, 0.319], [0.135, -0.135, 0.428], [-0.128, 0.345, 0.018], [-0.097, -0.062, 0.457], [0.261, -0.325, -0.393], [0.450, 0.310, 0.088], [0.259, -0.252, -0.100], [0.196, -0.350, -0.152], [-0.612, -0.298, 0.229], [-0.150, 0.022, 0.290], [-0.195, 0.264, 0.080], [0.107, 0.363, -0.343], [-0.080, 0.089, -0.579], [-0.515, 0.053, -0.251], [0.196, 0.011, -0.367], [0.083, -0.046, 0.187], [0.294, -0.233, 0.159], [-0.234, 0.334, 0.355], [-0.420, 0.066, 0.165], [0.256, -0.165, -0.153], [0.283, 0.275, 0.180], [-0.067, 0.135, -0.242], [0.185, -0.317, -0.177], [-0.164, 0.035, 0.254], [0.122, -0.173, -0.056], [-0.049, -0.253, 0.109], [0.187, 0.169, 0.081], [-0.168, 0.065, -0.291], [-0.407, -0.155, -0.153], [0.110, 0.259, -0.015], [-0.133, -0.100, 0.406], [0.059, -0.250, -0.286], [0.166, -0.165, -0.506], [-0.380, 0.210, -0.024], [0.046, -0.123, 0.490], [0.248, 0.134, -0.078], [-1.394, -1.904, -1.218], [-0.147, 0.823, 2.875], [1.437, 0.939, -1.819], [-0.278, -0.899, -0.627], [-0.184, 0.123, -0.851], [-0.152, 0.163, 1.174], [0.750, -1.740, -1.343], [-1.111, 1.775, 0.923], [0.324, 0.423, 0.417], [0.195, 0.391, 0.138], [-0.910, -1.616, -0.183], [-1.301, 1.809, 2.751], [2.148, 1.045, -1.620], [1.472, 1.298, -1.077], [-1.637, -1.971, -0.568], [0.081, 0.567, 2.160], [-0.246, 0.121, -0.016], [0.019, 0.307, -0.050]], "lowdin_charge": [1.83, -0.34, -0.37, -0.30, -0.30, -0.35, -0.04, 0.07, 0.08, 0.10, -0.03, 0.08, 0.07, 0.11, -0.02, 0.10, 0.07, 0.08, -0.06, 0.10, 0.06, 0.06, -0.05, 0.10, 0.07, 0.05, -0.13, -0.14, -0.18, -0.18, -0.12, -0.15, -0.17, -0.17, 0.13, 0.11, 0.11, 0.11, 0.09, 0.11, 0.12, 0.11, 0.10, 0.13, 0.12, 0.11, 0.76, 0.77, -0.41, -0.38, 0.08, 0.03, 0.09, 0.08, -0.25, 0.05, 0.03, 0.06, -0.26, 0.05, 0.03, 0.05, -0.26, 0.06, 0.02, 0.05, -0.24, 0.04, 0.01, 0.06, 0.08, -0.31, 0.07, -0.12, 0.13, -0.05, -0.24, -0.24, -0.06, 0.12, -0.23, -0.21, 0.14, -0.29, 0.10, 0.04, 0.14, 0.14]}